DFT (ωB97M-V with the def2-TZVPD basis set) results for an isolated molecule of C4H7NO at a distorted geometry.

Computed properties:
- Kohn-Sham gap: 10.75 eV
- SMILES string: O=CC[C@H]1CN1
- E_tot: -286.533665 Ha
- Strongest force on any atom: 1.9 eV/A
- Energy relative to the best compared isomer or geometry (same formula, charge and spin): 61.48 kcal/mol

Each line ends with the Mulliken charge.
Element x y z (Å)
O (1.4857, -1.0785, 1.4291)  -0.478
C (0.7736, -1.6885, 0.6649)  0.070
C (-0.3042, -1.0335, -0.1487)  -0.684
C (-0.4564, 0.4082, 0.2608)  0.044
C (0.2771, 1.4686, -0.4858)  -0.467
N (-1.1238, 1.2230, -0.7329)  -0.555
H (0.8965, -2.7814, 0.5292)  0.356
H (-1.2245, -1.6430, -0.1066)  0.309
H (-0.0051, -1.0562, -1.2089)  0.297
H (-0.1592, 0.7029, 1.2566)  0.363
H (1.0531, 1.1324, -1.1561)  0.219
H (0.4974, 2.3749, 0.0856)  0.270
H (-1.7102, 1.9710, -0.3872)  0.257